Entry 1:
# C21H34N2O4S

A structure of composition C21H34N2O4S in a non-equilibrium geometry (ωB97M-V/def2-TZVPD, OMol25).

```
! RIJCOSX wB97M-V def2-TZVPD def2/J DEFGRID3
* xyz 0 1
C 4.41 1.37 -0.30
H 4.66 1.84 -1.36
C 4.45 -0.05 -0.57
H 5.31 -0.55 -0.93
C 3.97 -0.99 0.63
C 3.97 -2.42 0.76
O 3.15 -3.03 -0.16
C 1.86 -2.88 -0.34
C 1.13 -3.31 -1.44
C -0.15 -3.40 -1.37
C -0.98 -2.74 -0.24
C -0.33 -2.44 0.78
C 1.18 -2.71 0.80
H 1.67 -2.11 1.85
H -0.77 -2.22 1.63
C -2.49 -2.83 -0.19
N -2.65 -1.53 -0.18
C -3.82 -0.84 -0.67
O -4.63 -1.29 -1.26
C -3.79 0.80 -0.61
C -2.44 1.35 -1.16
N -1.58 1.28 0.17
S 0.13 1.09 -0.30
O 0.76 0.80 1.06
O 0.19 0.13 -1.61
C 0.83 2.54 -1.12
C 0.89 3.42 -0.06
C 1.72 4.96 -0.61
H 2.60 4.46 -0.74
H 1.79 5.52 0.26
H 1.21 5.34 -1.50
H -0.14 3.92 0.13
H 1.41 3.22 0.83
H 0.02 2.64 -1.92
H 1.67 2.19 -1.54
C -1.83 1.97 1.30
C -3.15 1.12 1.54
C -4.24 1.30 0.90
H -4.49 2.39 0.55
H -5.27 0.89 1.02
H -3.43 1.50 2.81
H -3.14 0.13 2.14
H -2.12 2.81 1.19
H -1.11 1.45 2.01
H -2.63 2.49 -1.37
H -1.81 0.79 -1.96
H -4.40 0.95 -1.45
H -1.76 -0.93 0.04
C -3.12 -3.45 0.70
H -4.35 -3.33 0.75
H -2.81 -3.14 1.74
H -2.91 -4.57 0.68
H -2.61 -3.10 -1.37
H -0.64 -3.75 -2.16
H 1.88 -3.70 -2.09
H 5.09 -2.54 0.66
H 3.75 -2.84 1.61
H 2.85 -0.49 1.12
H 4.66 -0.38 1.58
H 3.68 -0.42 -0.99
H 3.50 1.66 -0.03
H 5.23 1.65 0.36
*
```

- HOMO energy (eV) = -7.99
- HOMO-LUMO gap (eV) = 8.282
- energy relative to the best compared isomer or geometry (same formula, charge and spin) (kcal per mole) = 503.7


Entry 2:
# C21H35BN3O3

A cluster of 3 separate species, C21H35BN3O3 in total in a non-equilibrium geometry (ωB97M-V/def2-TZVPD, OMol25).

```
! RIJCOSX wB97M-V def2-TZVPD def2/J DEFGRID3
* xyz -1 1
C 4.98 -0.26 2.49
C 5.14 -1.14 1.11
C 3.65 -1.43 0.46
C 3.33 -3.06 0.50
C 1.73 -3.18 0.97
C 1.59 -3.49 2.60
C 0.37 -2.55 3.16
C -0.45 -3.04 4.53
O -1.90 -2.79 4.20
B -1.87 -2.14 2.87
C -3.27 -1.88 2.04
C -3.12 -0.88 0.74
O -1.80 -0.96 0.07
C -3.31 0.73 1.15
N -2.24 1.22 2.12
O -0.74 -2.85 2.20
H 5.94 0.44 2.59
H 4.00 0.38 2.54
H 4.95 -0.99 3.42
H 5.61 -2.20 1.38
H 5.81 -0.64 0.29
H 3.62 -1.04 -0.65
H 2.89 -0.79 1.07
H 3.97 -3.65 1.28
H 3.40 -3.46 -0.60
H 1.24 -2.15 0.65
H 1.15 -4.02 0.39
H 2.60 -3.12 3.13
H 1.44 -4.64 2.74
H 0.77 -1.45 3.21
H -0.36 -4.20 4.79
H -0.07 -2.55 5.54
H -1.39 -1.09 3.12
H -3.68 -2.92 1.65
H -4.04 -1.35 2.78
H -3.95 -1.22 -0.04
H -1.64 -1.86 -0.34
H -4.41 0.91 1.54
H -3.09 1.32 0.13
H -1.95 2.20 1.92
H -2.59 1.16 3.11
N 1.67 -0.58 -2.80
C 0.56 -0.52 -2.03
C -0.23 0.61 -1.90
C 0.14 1.75 -2.60
C 1.27 1.72 -3.40
C 2.00 0.55 -3.47
H 0.32 -1.44 -1.50
H -1.11 0.60 -1.26
H -0.46 2.66 -2.52
H 1.59 2.60 -3.96
H 2.89 0.47 -4.09
N -2.28 4.66 -2.85
C -3.03 3.84 -3.62
C -3.51 4.18 -4.87
C -3.21 5.44 -5.36
C -2.44 6.31 -4.60
C -2.00 5.88 -3.36
H -3.24 2.86 -3.18
H -4.11 3.48 -5.44
H -3.57 5.75 -6.34
H -2.19 7.30 -4.96
H -1.39 6.51 -2.72
*
```

- HOMO energy (eV) = -3.60
- HOMO-LUMO gap (eV) = 5.800


Entry 3:
# C21H35F9NO8

A cluster of 4 separate species, C21H35F9NO8 in total (ωB97M-V/def2-TZVPD, OMol25).

```
! RIJCOSX wB97M-V def2-TZVPD def2/J DEFGRID3
* xyz -1 1
C 1.17 -3.75 0.05
C 2.36 -2.80 -0.15
C 2.47 -2.23 -1.58
O 1.25 -1.96 -2.19
C 0.52 -0.85 -1.54
C -0.88 -0.98 -2.10
C -1.81 -1.93 -1.33
C -3.13 -1.29 -0.91
O -2.08 -3.11 -2.12
N 1.15 0.36 -2.06
C 0.95 1.56 -1.26
C 1.44 1.41 0.18
H 0.44 -3.33 0.74
H 0.65 -3.90 -0.90
H 1.48 -4.72 0.44
H 2.32 -1.97 0.56
H 3.30 -3.34 0.05
H 3.09 -1.32 -1.55
H 2.98 -2.96 -2.22
H -0.84 -1.37 -3.14
H -1.33 0.02 -2.13
H -1.26 -2.23 -0.43
H -3.62 -1.87 -0.12
H -2.94 -0.29 -0.53
H -3.80 -1.24 -1.77
H -2.05 -3.87 -1.53
H 0.84 0.56 -3.02
H -0.10 1.91 -1.29
H 1.52 2.37 -1.75
H 1.72 0.38 0.36
H 2.31 2.06 0.36
H 0.67 1.70 0.90
C -8.77 -5.35 0.60
C -7.87 -6.45 0.06
O -6.53 -5.97 -0.15
C -5.75 -5.91 0.92
O -6.04 -6.23 2.03
C -4.35 -5.39 0.52
F -4.44 -4.32 -0.27
F -3.69 -6.35 -0.14
F -3.66 -5.06 1.60
H -8.76 -4.49 -0.07
H -9.79 -5.72 0.68
H -8.44 -5.03 1.59
H -8.20 -6.78 -0.92
H -7.84 -7.30 0.74
C 3.42 3.66 -3.71
C 3.40 4.64 -2.56
O 3.71 5.99 -3.01
C 2.72 6.68 -3.55
O 1.59 6.35 -3.70
C 3.24 8.08 -3.94
F 4.41 8.02 -4.59
F 3.41 8.83 -2.84
F 2.36 8.70 -4.73
H 4.38 3.70 -4.23
H 3.26 2.65 -3.33
H 2.63 3.88 -4.43
H 4.18 4.41 -1.84
H 2.44 4.65 -2.05
C 4.08 2.55 6.92
C 3.08 1.73 6.15
O 2.20 2.57 5.37
C 2.68 3.00 4.22
O 3.77 2.79 3.77
C 1.60 3.81 3.46
F 1.03 4.72 4.27
F 0.65 2.99 3.03
F 2.14 4.45 2.43
H 3.57 3.28 7.56
H 4.68 1.90 7.56
H 4.75 3.09 6.25
H 2.41 1.18 6.81
H 3.57 1.02 5.48
*
```

- HOMO energy (eV) = -1.68
- HOMO-LUMO gap (eV) = 3.882


Entry 4:
# C21H35FP2Re

A structure of composition C21H35FP2Re in a non-equilibrium geometry (ωB97M-V/def2-TZVPD, OMol25).

```
! RIJCOSX wB97M-V def2-TZVPD def2/J DEFGRID3
* xyz 2 4
P -0.22 -1.76 -5.10
P -0.02 2.06 -4.98
C -0.69 -0.48 -6.32
C 0.17 0.77 -6.33
H -1.78 -0.29 -6.21
H -0.51 -1.00 -7.26
H 1.24 0.54 -6.45
H -0.14 1.33 -7.23
C -1.42 3.00 -5.66
H -1.70 3.81 -4.98
H -2.28 2.34 -5.75
H -1.17 3.47 -6.61
C 1.33 3.06 -5.90
H 1.05 3.16 -6.94
H 2.28 2.50 -5.81
H 1.48 4.08 -5.48
C -1.46 -3.03 -5.37
H -1.37 -3.85 -4.65
H -1.28 -3.41 -6.38
H -2.45 -2.58 -5.32
C 1.39 -2.42 -5.65
H 2.10 -1.60 -5.81
H 1.22 -2.97 -6.58
H 1.80 -3.11 -4.90
Re -1.15 -0.89 -0.82
C 0.91 2.87 -3.41
C -0.53 3.02 -3.10
C -1.08 1.63 -3.05
C -1.17 -1.25 -2.73
C 0.18 -1.71 -3.37
C 1.34 -0.85 -2.72
C 1.71 0.41 -3.27
C 1.66 1.86 -2.69
C -0.18 -2.48 0.07
H 1.41 3.87 -3.49
H -1.20 3.84 -3.19
H -0.73 0.81 -3.71
H -2.14 1.42 -2.70
H -2.66 -1.46 -0.47
H -2.00 -1.22 -3.49
H 0.43 -2.75 -3.07
H 2.01 -1.46 -2.08
H 1.10 0.35 -4.20
H 2.80 0.19 -3.47
H 1.49 1.86 -1.62
H 2.69 2.19 -2.85
H 0.74 -2.24 0.63
H 0.00 -3.44 -0.41
H -0.94 -2.71 0.86
F -0.17 3.49 3.72
C -0.26 2.68 2.61
C 0.89 2.32 1.92
C 0.79 1.46 0.81
C -0.46 0.86 0.42
C -1.58 1.35 1.10
C -1.51 2.21 2.21
H 1.86 2.71 2.25
H 1.72 1.24 0.27
H -2.58 1.03 0.77
H -2.40 2.49 2.77
*
```

- expectation value of S² = 3.98
- HOMO energy (spin up / spin down) (eV) = -13.17 / -13.85
- HOMO-LUMO gap (spin up / spin down) (eV) = 5.414 / 5.865
- energy relative to the best compared isomer or geometry (same formula, charge and spin) (kcal per mole) = 136.7